Record 1
{"formula": "C2H9NS", "method": "the ωB97M-V functional and the def2-TZVPD basis", "e_above_lowest_kj_mol": 239.4, "spin_multiplicity": 1, "homo_lumo_gap_ev": 9.9, "molar_mass_g_mol": 79.2, "smiles": "[H][H].C1CS1.N", "e_lumo_ev": 0.89, "species": ["H", "N", "C", "C", "H", "H", "H", "H", "H", "H", "S", "H", "H"], "xyz": [[-1.14489, 0.41787, 1.05163], [2.00419, -0.95320, -1.14787], [-1.71266, 0.43458, -0.84013], [-0.79010, 0.00764, 0.23528], [2.35860, -1.88717, -1.05838], [1.81105, -0.87525, -2.14612], [0.26618, 0.04749, 0.14955], [1.07491, 1.48416, 3.74337], [0.96921, 2.17715, 3.56457], [-2.67388, 1.04655, -0.53844], [-1.92623, -1.32018, -0.54479], [-1.33367, 0.50836, -1.79512], [1.09728, -1.08800, -0.67353]], "atomic_forces_ev_per_a": [[-1.479, 1.150, 4.639], [-0.866, -0.256, 0.235], [-2.465, 0.684, 1.413], [-0.978, -1.411, -4.030], [0.776, -0.521, 0.017], [-0.158, 0.166, 0.206], [0.479, -0.210, -0.361], [0.101, -0.673, 0.170], [-0.104, 0.670, -0.175], [2.320, -1.002, -0.805], [1.203, 0.173, 1.380], [0.624, 1.002, -1.926], [0.546, 0.226, -0.762]], "nbo_charge": [0.202, -1.059, -0.493, -0.430, 0.353, 0.355, 0.224, 0.001, 0.000, 0.228, 0.053, 0.218, 0.349]}



Record 2
{"formula": "C35H24CeF3N6O3S", "method": "the ωB97M-V functional and the def2-TZVPD basis", "e_above_lowest_kj_mol": 0.0, "spin_multiplicity": 2, "homo_lumo_gap_ev": [6.5, 6.5], "molar_mass_g_mol": 805.8, "s2": 0.751, "e_lumo_ev": [-1.19, -1.19], "species": ["C", "C", "C", "N", "C", "C", "C", "C", "C", "N", "F", "H", "H", "H", "C", "C", "C", "C", "C", "C", "C", "H", "N", "H", "N", "H", "C", "H", "H", "C", "O", "H", "H", "N", "C", "C", "Ce", "H", "C", "F", "C", "H", "C", "C", "H", "C", "H", "N", "C", "H", "O", "H", "F", "H", "C", "H", "C", "H", "C", "H", "C", "H", "C", "H", "S", "C", "H", "H", "C", "O", "C", "C", "C"], "xyz": [[-2.83794, 0.74568, 2.10815], [2.44294, 4.42090, -1.29745], [2.85960, -0.11112, -2.45811], [-0.45413, -2.64684, 2.10911], [-3.21784, -2.36626, -2.76547], [-5.30196, -2.33446, -3.92172], [-5.08051, -1.19040, -1.81579], [1.47548, 6.80851, -0.34380], [-1.41436, 2.74462, 4.96341], [-0.78839, 0.63163, 3.33267], [2.20073, -6.16195, 3.96169], [1.10886, 7.73906, 0.03324], [-0.06240, -6.25203, 3.40853], [5.72669, 2.33501, -3.13911], [4.52616, 1.39271, -1.62288], [3.01901, 5.59822, -1.71252], [-0.19723, -5.28257, 2.99815], [-1.13710, -2.39115, -1.64544], [-5.84101, -1.62757, -2.87617], [0.73012, -3.04936, 2.66038], [-2.85422, -1.12449, -0.68418], [-2.25028, -5.45847, 2.32149], [-1.91399, -2.83364, -2.63602], [3.75976, 5.58345, -2.46733], [-1.51986, -1.54875, -0.74408], [-5.90143, -2.59399, -4.75326], [4.35816, 0.95435, -4.03170], [-3.89063, 1.10181, 2.04633], [2.82800, 3.44527, -1.62419], [0.88371, -4.39511, 3.07902], [2.58764, -0.51329, -4.76147], [4.57497, 1.11491, -5.09575], [-1.74772, 3.52957, 5.62053], [-2.34633, -0.05287, 1.21246], [1.41265, 4.41523, -0.34540], [-0.17074, 2.17954, 4.99652], [0.16458, -0.41285, 0.87417], [1.91338, -1.10084, -4.33479], [3.28165, 0.07441, -3.79730], [2.48354, -4.15801, 4.73355], [2.21151, -4.82339, 3.62580], [-2.38258, -3.15993, 1.63081], [-3.99099, -2.78741, -3.85117], [-2.35063, 2.24780, 4.05673], [-6.87290, -1.32610, -2.95491], [1.75662, -1.08411, -2.17010], [0.65654, 2.46210, 5.66121], [-3.26418, -0.32477, 0.20408], [-1.38730, -4.81531, 2.49407], [3.02876, 7.69930, -1.62228], [1.38915, -1.18914, -0.92859], [1.07271, 0.58174, 4.22145], [3.27693, -4.63335, 2.78755], [5.04878, 1.92993, -0.82334], [0.90866, 5.62055, 0.07704], [-0.16440, -2.88582, -1.63628], [4.95642, 1.63345, -2.93495], [0.07505, 5.63476, 0.78417], [3.49543, 0.53389, -1.39445], [-1.47625, -3.40806, -3.37176], [-1.44704, -3.50775, 2.04531], [-3.60977, -3.32020, -4.69682], [-1.95732, 1.23256, 3.16815], [-3.32720, 2.68164, 4.04740], [1.93087, -1.84723, 2.68356], [-3.74307, -1.57333, -1.78016], [-5.53650, -0.61941, -1.01457], [3.03444, 0.41156, -0.40090], [2.56513, 6.81279, -1.21883], [1.22559, -1.73580, -3.07347], [0.46760, 2.08624, 0.50247], [0.88163, 3.18099, 0.11197], [0.11874, 1.08299, 4.18534]], "atomic_forces_ev_per_a": [[0.126, -0.475, -0.848], [0.285, -1.046, 0.390], [0.062, -0.562, 0.073], [0.287, -0.311, 0.454], [0.154, -1.323, -1.274], [1.283, -0.805, 0.425], [-0.288, -0.495, -0.220], [0.818, 0.245, -0.347], [-0.951, -0.232, -0.329], [1.211, -0.717, -1.359], [0.070, 0.882, -0.400], [-0.284, 0.424, 0.151], [-0.057, -0.828, -0.008], [0.611, 0.466, -0.053], [1.358, 1.044, -0.257], [-0.700, 0.097, 0.291], [1.165, 1.351, 0.345], [0.145, -1.118, -0.409], [-0.811, 1.046, 0.240], [-0.630, -0.282, -0.585], [1.170, -0.849, -1.864], [0.239, 0.132, 0.342], [0.402, -0.099, -0.544], [0.828, -0.057, -0.532], [-0.187, 0.080, 0.783], [-0.507, -0.224, -0.727], [-0.434, 0.214, 0.336], [0.828, -0.274, -0.057], [-0.217, 0.543, -0.051], [-0.404, 0.044, -0.488], [0.607, 0.180, -1.246], [0.361, 0.191, 0.613], [0.301, 0.204, 0.201], [-1.221, 1.230, 0.440], [0.406, -0.300, -0.835], [1.765, -0.571, 0.597], [0.754, -0.141, 0.114], [0.057, -0.044, 0.117], [-0.042, 0.544, 1.615], [0.323, 0.237, 0.777], [0.520, -0.822, -0.320], [-0.077, 0.236, -0.185], [-0.823, 1.117, 0.036], [0.732, -0.268, -0.441], [-0.204, 0.030, 0.145], [0.305, 0.866, 1.348], [-0.707, 0.328, -0.131], [-1.021, 0.327, 1.252], [-0.697, -0.290, -0.609], [-0.147, 0.360, 0.308], [0.009, 0.080, -0.434], [0.071, -0.188, -0.011], [-1.076, -0.425, 0.470], [-0.435, -0.278, -0.163], [-0.557, 0.748, 0.776], [-0.084, 0.759, 0.268], [-1.330, -1.596, -1.164], [0.265, -0.003, -0.239], [-1.293, -0.375, 0.300], [-0.519, 0.550, 0.691], [-0.521, -0.445, 0.061], [0.514, -0.421, -0.079], [-0.687, 0.604, 1.642], [-0.486, 0.100, -0.266], [0.751, 0.634, 0.191], [-0.002, 1.060, 1.578], [0.324, 0.021, -0.084], [0.675, -0.018, -0.518], [-0.524, -0.447, -0.143], [-0.440, -0.504, -0.478], [0.220, 0.649, -0.233], [-0.503, -1.434, 0.542], [-1.137, 0.649, 0.018]], "lowdin_spin": [0.003, 0.000, 0.000, -0.001, 0.000, 0.000, 0.000, 0.000, 0.000, 0.000, 0.000, 0.000, 0.000, 0.000, 0.000, 0.000, 0.000, 0.000, 0.000, 0.000, 0.000, 0.000, 0.000, 0.000, -0.002, 0.000, 0.000, 0.000, 0.000, 0.000, 0.000, 0.000, 0.000, -0.001, 0.000, 0.001, 1.006, 0.000, 0.000, 0.000, 0.000, 0.000, 0.000, 0.001, 0.000, 0.000, 0.000, 0.001, 0.000, 0.000, -0.003, 0.000, 0.000, 0.000, 0.000, 0.000, 0.000, 0.000, 0.000, 0.000, 0.000, 0.000, 0.000, 0.000, -0.002, 0.000, 0.000, 0.000, 0.000, 0.000, -0.002, -0.001, 0.001]}



Record 3
{"formula": "C2H8NO", "method": "the ωB97M-V functional and the def2-TZVPD basis", "e_above_lowest_kj_mol": 96.1, "spin_multiplicity": 1, "homo_lumo_gap_ev": 6.5, "molar_mass_g_mol": 62.1, "e_lumo_ev": 4.36, "total_charge": -1, "species": ["O", "H", "H", "H", "N", "H", "H", "H", "H", "C", "C", "H"], "xyz": [[1.93914, -0.41667, -1.70527], [2.74392, 0.11645, -1.84439], [-0.93263, -0.99074, 1.99195], [0.33242, -1.36481, 0.04053], [-0.23863, -0.27799, 1.75958], [1.05793, 0.12548, 0.24927], [-0.70921, 0.54412, 2.12050], [-0.40065, 0.92854, -1.42814], [-1.31247, 1.34390, -0.00103], [-0.87838, 0.49546, -0.54502], [0.07289, -0.33923, 0.30693], [-1.67433, -0.16451, -0.94491]], "atomic_forces_ev_per_a": [[0.626, 0.365, -0.289], [-0.405, -0.352, -0.026], [0.226, -0.125, -0.063], [-0.681, 0.153, -0.304], [-0.978, -1.497, 0.839], [-0.111, -0.067, -0.460], [0.332, 0.529, -0.691], [0.368, -0.354, 0.160], [-0.033, -0.331, 0.230], [-0.476, -0.927, -0.969], [1.238, 2.088, 1.310], [-0.104, 0.518, 0.263]], "nbo_charge": [-1.369, 0.389, 0.318, 0.218, -0.858, 0.247, 0.331, 0.249, 0.170, -0.628, -0.243, 0.176]}



Record 4
{"formula": "C6H12Br2O4Sr", "method": "the ωB97M-V functional and the def2-TZVPD basis", "e_above_lowest_kj_mol": 263.8, "spin_multiplicity": 1, "homo_lumo_gap_ev": 2.5, "molar_mass_g_mol": 395.6, "e_lumo_ev": 3.61, "total_charge": -2, "species": ["Br", "H", "O", "H", "H", "C", "O", "H", "H", "C", "H", "Br", "O", "C", "C", "Sr", "C", "H", "C", "H", "O", "H", "H", "H", "H"], "xyz": [[-2.69244, -0.15032, 0.90773], [1.84918, 4.34472, 1.27934], [1.47467, 2.59339, 0.31944], [-2.41983, -2.05885, -1.72163], [3.32194, 2.23557, 2.87407], [2.25850, 3.33739, 1.20282], [1.27880, 2.32404, 3.45931], [-3.74358, 0.18859, -1.42435], [2.72235, -2.47032, -0.93770], [2.42124, 2.83137, 2.72623], [-4.83649, -0.57518, -0.33537], [-4.68952, -2.37066, -2.76707], [2.63187, -1.24176, -2.54182], [-3.80251, -0.60460, -0.67905], [0.68134, -1.75083, -0.82454], [-0.17504, 0.99715, 1.72336], [1.97976, -2.15897, -1.67236], [-3.48664, -2.79924, -0.56155], [-3.41881, -1.99192, -1.29075], [2.76332, 3.66487, 3.33970], [0.62626, -0.41019, -0.25460], [1.69499, -3.07559, -2.18890], [0.56803, -2.41912, 0.02907], [-0.24482, -1.85005, -1.39066], [3.23750, 3.41051, 0.72921]], "atomic_forces_ev_per_a": [[-1.549, -0.700, -0.895], [-0.093, 0.815, 0.219], [-1.048, -0.437, 1.914], [-0.037, 0.474, -0.013], [0.038, -1.245, -0.590], [-1.151, -1.271, 0.216], [0.003, -0.643, -1.970], [0.620, -0.022, 0.206], [0.290, -0.318, 0.877], [-0.901, 0.359, 0.658], [0.196, -0.351, 0.240], [0.278, 0.112, 0.525], [-1.698, -1.534, 1.035], [0.028, -0.761, -0.665], [0.559, 2.832, 0.782], [4.396, 1.281, -1.939], [0.933, 2.526, -0.837], [-0.334, 0.131, -0.094], [-0.080, 0.718, 0.523], [0.014, 1.200, -0.154], [-0.628, -1.178, 0.796], [-0.512, -0.847, -0.409], [0.247, -1.002, 0.167], [-0.415, -0.356, -0.959], [0.844, 0.215, 0.367]], "mulliken_charge": [-0.130, 0.232, -0.786, 0.121, 0.261, -0.329, -0.980, 0.387, 0.125, -0.531, 0.396, -0.207, -0.953, -0.599, 0.257, 1.368, -0.508, 0.374, -0.391, 0.306, -0.526, 0.255, 0.243, -0.561, 0.177]}